# 1
Below is a structure of composition C47H64FN4, with properties calculated with wB97M-V/def2-TZVPD.

The geometry in ORCA input format:
```
! wB97M-V def2-TZVPD RIJCOSX def2/J DEFGRID3
* xyz 1 1
C 3.126 1.122 6.393
C 3.721 1.807 5.148
C 3.829 3.322 5.380
C 2.947 1.444 3.888
C 1.847 2.180 3.437
C 1.068 1.752 2.371
C -0.273 2.417 2.091
C -0.463 3.773 2.763
C -1.425 1.486 2.437
C 1.478 0.614 1.594
C 0.793 0.270 0.345
N 0.827 1.080 -0.789
C 1.212 2.479 -0.902
C 0.207 3.428 -1.148
C -1.253 3.004 -1.327
C -1.535 2.730 -2.796
C -2.244 3.980 -0.703
C 0.549 4.781 -1.247
C 1.861 5.189 -1.042
C 2.853 4.249 -0.786
C 2.557 2.879 -0.791
C 3.658 1.831 -0.735
C 5.027 2.419 -0.402
C 3.747 1.004 -2.017
N 0.200 0.472 -1.836
N -0.196 -0.730 -1.366
C -0.997 -1.646 -2.152
C -2.380 -1.722 -1.874
C -3.089 -0.663 -0.982
C -3.421 -1.100 0.423
C -4.365 -0.157 -1.644
C -3.107 -2.769 -2.446
C -2.505 -3.626 -3.365
C -1.168 -3.467 -3.717
C -0.387 -2.496 -3.091
C 1.108 -2.389 -3.463
C 2.063 -2.582 -2.288
C 1.411 -1.106 -4.235
C 0.138 -0.902 -0.012
C -0.151 -2.094 0.637
C 2.608 -0.129 2.054
C 3.110 -1.392 1.357
C 2.874 -2.630 2.224
C 4.588 -1.306 0.978
C 3.280 0.281 3.206
H 3.079 0.034 6.251
H 3.738 1.333 7.281
H 2.106 1.490 6.580
H 4.739 1.410 5.011
H 4.182 3.829 4.473
H 2.860 3.746 5.675
H 4.547 3.521 6.185
H 1.573 3.085 3.983
H -0.292 2.589 1.006
H 0.363 4.455 2.541
H -1.383 4.253 2.413
H -0.547 3.662 3.849
H -1.289 0.498 1.988
H -1.490 1.353 3.527
H -2.376 1.897 2.080
H -1.363 2.045 -0.804
H -0.929 1.873 -3.113
H -2.595 2.500 -2.954
H -1.261 3.599 -3.408
H -2.029 4.128 0.364
H -2.207 4.954 -1.208
H -3.262 3.579 -0.792
H -0.217 5.523 -1.487
H 2.115 6.247 -1.091
H 3.879 4.583 -0.628
H 3.374 1.148 0.081
H 4.990 3.014 0.517
H 5.762 1.619 -0.259
H 5.373 3.054 -1.226
H 2.782 0.554 -2.275
H 4.047 1.643 -2.860
H 4.487 0.199 -1.907
H -2.354 0.155 -0.916
H -3.169 -0.345 1.175
H -4.455 -1.420 0.545
H -2.709 -2.135 0.725
H -4.153 0.184 -2.663
H -5.122 -0.955 -1.650
H -4.758 0.677 -1.051
H -4.154 -2.907 -2.153
H -3.097 -4.396 -3.848
H -0.696 -4.140 -4.440
H 1.287 -3.230 -4.146
H 1.788 -3.443 -1.672
H 3.088 -2.743 -2.644
H 2.075 -1.699 -1.644
H 0.875 -1.106 -5.189
H 1.074 -0.230 -3.672
H 2.484 -1.006 -4.431
H -0.291 -2.983 0.037
H -0.201 -2.053 1.715
H 2.537 -1.515 0.432
H 1.814 -2.744 2.468
H 3.212 -3.529 1.697
H 3.441 -2.547 3.159
H 4.808 -0.399 0.402
H 5.216 -1.300 1.876
H 4.864 -2.174 0.366
H 4.118 -0.327 3.568
F -2.088 -3.020 0.995
N -6.101 -4.957 -1.279
C -6.911 -4.499 -2.237
C -8.138 -5.112 -2.563
C -8.492 -6.295 -1.916
C -7.606 -6.818 -0.977
C -6.404 -6.128 -0.718
H -6.590 -3.617 -2.787
H -8.767 -4.644 -3.315
H -9.438 -6.800 -2.143
H -7.801 -7.742 -0.434
H -5.669 -6.561 -0.037
*
```

The calculation puts the calculated total energy at -2147.8470 Eh. As for the frontier orbital gap: 4.7 eV. For the HOMO energy, the calculation gives -10.2 eV. The calculation puts the LUMO energy at -5.42 eV.

Results of the Löwdin charge analysis, in e, for atoms 1 through 99: number 1, C, carries -0.06; number 2, C, carries -0.38; number 3, C, carries -0.07; number 4, C, carries -0.16; number 5, C, carries 0.04; number 6, C, carries -0.09; number 7, C, carries -0.37; number 8, C, carries -0.06; number 9, C, carries -0.04; number 10, C, carries -0.05; number 11, C, carries -0.04; number 12, N, carries 0.08; number 13, C, carries -0.09; number 14, C, carries -0.13; number 15, C, carries -0.39; number 16, C, carries -0.05; number 17, C, carries -0.04; number 18, C, carries -0.01; number 19, C, carries -0.03; number 20, C, carries -0.01; number 21, C, carries -0.10; number 22, C, carries -0.37; number 23, C, carries -0.07; number 24, C, carries -0.04; number 25, N, carries 0.24; number 26, N, carries 0.05; number 27, C, carries -0.10; number 28, C, carries -0.09; number 29, C, carries -0.37; number 30, C, carries -0.05; number 31, C, carries -0.06; number 32, C, carries 0.00; number 33, C, carries -0.03; number 34, C, carries -0.01; number 35, C, carries -0.12; number 36, C, carries -0.35; number 37, C, carries -0.06; number 38, C, carries -0.06; number 39, C, carries -0.16; number 40, C, carries 0.25; number 41, C, carries -0.12; number 42, C, carries -0.38; number 43, C, carries -0.04; number 44, C, carries -0.04; number 45, C, carries 0.03; number 46, H, carries 0.08; number 47, H, carries 0.09; number 48, H, carries 0.09; number 49, H, carries 0.14; number 50, H, carries 0.08; number 51, H, carries 0.08; number 52, H, carries 0.09; number 53, H, carries 0.11; number 54, H, carries 0.09; number 55, H, carries 0.09; number 56, H, carries 0.07; number 57, H, carries 0.09; number 58, H, carries 0.06; number 59, H, carries 0.10; number 60, H, carries 0.09; number 61, H, carries 0.10; number 62, H, carries 0.06; number 63, H, carries 0.08; number 64, H, carries 0.10; number 65, H, carries 0.07; number 66, H, carries 0.08; number 67, H, carries 0.09; number 68, H, carries 0.12; number 69, H, carries 0.12; number 70, H, carries 0.11; number 71, H, carries 0.10; number 72, H, carries 0.09; number 73, H, carries 0.08; number 74, H, carries 0.09; number 75, H, carries 0.04; number 76, H, carries 0.10; number 77, H, carries 0.09; number 78, H, carries 0.10; number 79, H, carries 0.05; number 80, H, carries 0.08; number 81, H, carries -0.04; number 82, H, carries 0.08; number 83, H, carries 0.08; number 84, H, carries 0.09; number 85, H, carries 0.11; number 86, H, carries 0.12; number 87, H, carries 0.12; number 88, H, carries 0.13; number 89, H, carries 0.09; number 90, H, carries 0.10; number 91, H, carries 0.04; number 92, H, carries 0.09; number 93, H, carries 0.04; number 94, H, carries 0.09; number 95, H, carries 0.11; number 96, H, carries 0.11; number 97, H, carries 0.09; number 98, H, carries 0.07; number 99, H, carries 0.09



# 2
Below is a structure of composition C47H64N3O2TeTi, with properties calculated with wB97M-V/def2-TZVPD.

The geometry in ORCA input format:
```
! wB97M-V def2-TZVPD RIJCOSX def2/J DEFGRID3
* xyz 1 1
Ti -1.227 -0.277 1.980
C -4.009 -0.144 3.323
N -2.886 0.781 3.102
C -2.332 1.164 4.410
C -3.366 1.977 2.378
C -3.024 1.894 0.890
N -1.631 1.491 0.688
C -1.427 1.210 -0.740
C -2.177 0.015 -1.290
C -2.558 0.029 -2.619
C -3.249 -1.028 -3.197
C -3.542 -2.118 -2.388
C -3.160 -2.203 -1.055
C -2.460 -1.113 -0.499
O -2.078 -1.085 0.776
C -3.456 -3.434 -0.203
C -4.294 -3.038 1.024
C -2.125 -4.049 0.259
C -4.230 -4.515 -0.963
C -3.654 -0.934 -4.662
C -4.391 -2.178 -5.164
C -2.381 -0.753 -5.503
C -4.586 0.275 -4.835
C -0.688 2.553 1.107
C 0.773 2.121 1.111
C 1.599 2.687 0.073
C 2.822 2.247 -0.261
C 3.509 1.240 0.587
C 2.500 0.651 2.415
C 1.113 1.208 2.073
O 0.081 0.606 2.644
C 2.494 -0.079 3.800
C 1.608 0.677 4.819
C 3.862 -0.196 4.486
C 2.012 -1.525 3.616
C 3.701 2.958 -1.278
C 4.611 3.905 -0.474
C 4.588 2.004 -2.092
C 2.884 3.796 -2.262
H -4.778 0.329 3.948
H -3.663 -1.049 3.832
H -4.455 -0.423 2.367
H -3.097 1.651 5.031
H -1.491 1.850 4.276
H -1.970 0.272 4.933
H -2.907 2.871 2.810
H -4.452 2.088 2.485
H -3.216 2.870 0.414
H -3.662 1.150 0.393
H -0.351 1.044 -0.883
H -1.714 2.099 -1.328
H -2.299 0.886 -3.220
H -4.093 -2.932 -2.818
H -3.705 -2.430 1.710
H -4.606 -3.933 1.557
H -5.186 -2.491 0.717
H -1.532 -3.343 0.848
H -1.537 -4.361 -0.603
H -2.320 -4.919 0.881
H -5.207 -4.153 -1.271
H -4.381 -5.367 -0.305
H -3.679 -4.858 -1.834
H -3.767 -3.064 -5.090
H -4.656 -2.046 -6.210
H -5.313 -2.340 -4.612
H -1.691 -1.573 -5.315
H -1.875 0.177 -5.262
H -2.622 -0.741 -6.563
H -5.484 0.141 -4.235
H -4.884 0.380 -5.876
H -4.103 1.198 -4.528
H -0.952 2.853 2.127
H -0.815 3.430 0.453
H 1.132 3.481 -0.492
H 4.490 1.060 0.159
H 1.610 1.748 4.625
H 1.997 0.523 5.823
H 0.584 0.311 4.810
H 4.314 0.777 4.654
H 4.551 -0.812 3.921
H 3.713 -0.673 5.454
H 1.094 -1.591 3.025
H 1.809 -1.973 4.586
H 2.783 -2.119 3.127
H 5.286 3.343 0.168
H 4.014 4.573 0.144
H 5.207 4.503 -1.159
H 5.371 1.547 -1.491
H 5.090 2.571 -2.873
H 4.002 1.218 -2.562
H 2.352 4.595 -1.754
H 2.180 3.174 -2.808
H 3.553 4.263 -2.979
Te 1.211 -1.174 0.174
C 2.912 -0.100 1.107
C 3.591 1.703 2.070
C 4.997 1.525 2.528
C 5.764 0.475 2.217
C 5.300 -0.765 1.626
C 4.057 -1.063 1.227
C 1.860 -1.026 -1.893
C 1.547 0.070 -2.685
C 1.924 0.109 -4.015
C 2.633 -0.941 -4.566
C 2.962 -2.032 -3.782
C 2.568 -2.079 -2.457
H 3.268 2.730 2.246
H 5.436 2.370 3.040
H 6.804 0.485 2.507
H 6.049 -1.545 1.572
H 3.853 -2.071 0.882
H 1.017 0.914 -2.271
H 1.658 0.964 -4.617
H 2.938 -0.905 -5.599
H 3.521 -2.853 -4.203
H 2.815 -2.939 -1.853
N -1.298 -2.654 4.115
C -1.281 -1.799 3.343
*
```

The calculation puts the calculated total energy at -3261.3433 Eh. As for the frontier orbital gap: 6.3 eV. For the HOMO energy, the calculation gives -10.0 eV. The calculation puts the energy above the lowest of the compared OMol25 structures with the same formula, charge and spin at 3.210 eV. The calculation puts the LUMO energy at -3.73 eV.

Results of the Löwdin charge analysis, in e, for atoms 1 through 99: number 1, Ti, carries 0.89; number 2, C, carries -0.06; number 3, N, carries -0.30; number 4, C, carries -0.06; number 5, C, carries -0.14; number 6, C, carries -0.13; number 7, N, carries -0.21; number 8, C, carries -0.13; number 9, C, carries -0.12; number 10, C, carries 0.02; number 11, C, carries -0.15; number 12, C, carries 0.05; number 13, C, carries -0.06; number 14, C, carries -0.24; number 15, O, carries -0.26; number 16, C, carries -0.52; number 17, C, carries -0.03; number 18, C, carries -0.02; number 19, C, carries -0.05; number 20, C, carries -0.55; number 21, C, carries -0.06; number 22, C, carries -0.04; number 23, C, carries -0.04; number 24, C, carries -0.09; number 25, C, carries -0.15; number 26, C, carries -0.01; number 27, C, carries -0.13; number 28, C, carries -0.16; number 29, C, carries -0.22; number 30, C, carries -0.30; number 31, O, carries -0.26; number 32, C, carries -0.45; number 33, C, carries -0.02; number 34, C, carries -0.04; number 35, C, carries -0.04; number 36, C, carries -0.53; number 37, C, carries -0.02; number 38, C, carries -0.02; number 39, C, carries -0.05; number 40, H, carries 0.11; number 41, H, carries 0.09; number 42, H, carries 0.09; number 43, H, carries 0.11; number 44, H, carries 0.09; number 45, H, carries 0.09; number 46, H, carries 0.12; number 47, H, carries 0.14; number 48, H, carries 0.15; number 49, H, carries 0.14; number 50, H, carries 0.07; number 51, H, carries 0.15; number 52, H, carries 0.12; number 53, H, carries 0.09; number 54, H, carries 0.05; number 55, H, carries 0.09; number 56, H, carries 0.10; number 57, H, carries 0.05; number 58, H, carries 0.10; number 59, H, carries 0.10; number 60, H, carries 0.09; number 61, H, carries 0.09; number 62, H, carries 0.09; number 63, H, carries 0.09; number 64, H, carries 0.09; number 65, H, carries 0.09; number 66, H, carries 0.09; number 67, H, carries 0.07; number 68, H, carries 0.09; number 69, H, carries 0.09; number 70, H, carries 0.09; number 71, H, carries 0.08; number 72, H, carries 0.13; number 73, H, carries 0.14; number 74, H, carries 0.11; number 75, H, carries 0.12; number 76, H, carries 0.10; number 77, H, carries 0.09; number 78, H, carries 0.06; number 79, H, carries 0.09; number 80, H, carries 0.07; number 81, H, carries 0.10; number 82, H, carries 0.00; number 83, H, carries 0.10; number 84, H, carries 0.09; number 85, H, carries 0.08; number 86, H, carries 0.09; number 87, H, carries 0.09; number 88, H, carries 0.08; number 89, H, carries 0.09; number 90, H, carries 0.07; number 91, H, carries 0.08; number 92, H, carries 0.08; number 93, H, carries 0.09; number 94, Te, carries 1.59; number 95, C, carries -0.42; number 96, C, carries -0.13; number 97, C, carries -0.06; number 98, C, carries -0.09; number 99, C, carries -0.08



- Which value of LUMO does entry 2 give?
  -3.73 eV



- Which of these has the lowest frontier orbital gap?
  C47H64FN4



- Which value of calculated total energy does entry 1 give?
  -2147.8470 Eh



- Which of these has the highest LUMO?
  C47H64N3O2TeTi